1.
The following is a DFT calculation (ωB97M-V/def2-TZVPD) of a structure of composition C44H62GaN3P3SeSi.

Structure (ORCA input):
```
! RIJCOSX wB97M-V def2-TZVPD def2/J DEFGRID3
* xyz 1 1
Ga -0.61 0.03 0.67
C -4.06 1.95 -1.86
C -3.84 0.51 -1.42
C -4.59 0.26 -0.11
P -2.10 -0.14 -1.32
C -2.22 -1.84 -2.07
C -2.68 -2.92 -1.09
C -3.00 -1.97 -3.38
C -0.96 0.67 -2.53
C -1.47 0.98 -3.79
C -0.65 1.48 -4.80
C 0.70 1.65 -4.57
C 1.22 1.34 -3.31
C 0.42 0.88 -2.27
Si 1.26 0.59 -0.60
C 1.93 2.11 0.28
C 2.64 3.07 -0.45
C 3.10 4.25 0.13
C 2.88 4.48 1.48
C 2.19 3.54 2.23
C 1.69 2.38 1.65
P 0.71 1.21 2.67
C -0.07 2.03 4.14
C -1.16 3.03 3.80
C 0.85 2.60 5.23
C 2.05 0.08 3.35
C 3.44 0.71 3.41
C 1.71 -0.60 4.69
C 2.75 -0.57 -0.84
C 4.02 0.03 -0.89
C 5.18 -0.70 -1.08
C 5.11 -2.08 -1.20
C 3.87 -2.70 -1.14
C 2.69 -1.97 -0.98
P 1.08 -2.81 -0.90
C 0.89 -3.59 -2.59
C 1.72 -4.83 -2.90
C 1.13 -2.53 -3.67
C 1.46 -4.27 0.19
C 2.09 -3.83 1.51
C 0.17 -5.06 0.44
H -5.09 2.04 -2.23
H -3.94 2.63 -1.02
H -3.39 2.28 -2.65
H -4.29 -0.14 -2.17
H -4.05 0.69 0.74
H -5.56 0.76 -0.15
H -4.78 -0.80 0.07
H -1.17 -2.03 -2.30
H -3.74 -2.79 -0.82
H -2.60 -3.90 -1.56
H -2.08 -2.93 -0.18
H -4.07 -1.80 -3.25
H -2.63 -1.32 -4.16
H -2.89 -3.00 -3.74
H -2.52 0.85 -4.00
H -1.08 1.72 -5.77
H 1.35 2.03 -5.35
H 2.28 1.46 -3.15
H 2.81 2.92 -1.51
H 3.63 4.98 -0.47
H 3.23 5.39 1.94
H 2.02 3.74 3.28
H -0.57 1.15 4.58
H -0.75 3.93 3.35
H -1.88 2.63 3.08
H -1.69 3.30 4.72
H 1.18 3.61 4.99
H 0.29 2.67 6.16
H 1.74 1.99 5.42
H 2.11 -0.69 2.57
H 3.48 1.55 4.10
H 4.15 -0.04 3.77
H 3.78 1.06 2.44
H 2.30 -0.15 5.49
H 0.67 -0.51 5.00
H 1.97 -1.66 4.67
H 4.11 1.10 -0.76
H 6.13 -0.19 -1.12
H 6.01 -2.67 -1.33
H 3.83 -3.78 -1.21
H -0.16 -3.89 -2.62
H 2.79 -4.61 -2.92
H 1.55 -5.65 -2.21
H 1.46 -5.19 -3.90
H 2.19 -2.27 -3.72
H 0.83 -2.91 -4.64
H 0.59 -1.60 -3.49
H 2.17 -4.92 -0.32
H 1.47 -3.08 2.00
H 2.19 -4.68 2.18
H 3.08 -3.39 1.36
H -0.58 -4.44 0.94
H -0.27 -5.42 -0.49
H 0.37 -5.92 1.07
Se -1.07 2.78 0.20
C -2.14 4.11 -0.64
C -3.04 4.88 0.09
C -3.72 5.91 -0.54
N -3.58 6.22 -1.82
C -2.71 5.49 -2.52
C -1.98 4.44 -1.98
H -3.20 4.68 1.14
H -4.43 6.51 0.03
H -2.58 5.76 -3.56
H -1.27 3.90 -2.60
N -1.60 -2.74 3.56
C -2.84 -2.74 2.95
C -2.74 -1.83 1.94
N -1.47 -1.29 1.94
C -0.82 -1.87 2.93
H -1.32 -3.31 4.34
H -3.65 -3.35 3.28
H -3.49 -1.51 1.25
H 0.20 -1.67 3.21
*
```

Properties
- E_HOMO (eV) = -9.26
- maximum force (eV/Å) = 0.81
- orbital gap (Eh) = 0.262
- LUMO level (eV) = -2.14



2.
The following is a DFT calculation (ωB97M-V/def2-TZVPD) of a structure of composition C44H63CsN2O3SSe.

Structure (ORCA input):
```
! RIJCOSX wB97M-V def2-TZVPD def2/J DEFGRID3
* xyz -2 1
Cs 1.67 0.75 -0.67
C -5.26 -1.64 3.42
C -3.81 -1.74 3.98
C -3.45 -3.22 4.26
C -3.74 -0.94 5.31
C -2.86 -1.09 2.97
C -1.79 -1.78 2.37
C -1.06 -1.18 1.37
Se 0.37 -2.06 0.49
C -0.63 -2.66 -1.01
C -1.95 -3.02 -0.94
C -2.59 -3.53 -2.08
C -1.86 -3.62 -3.26
C -0.52 -3.23 -3.39
C 0.19 -2.77 -2.20
O 1.42 -2.48 -2.14
C 0.13 -3.35 -4.77
C 1.61 -2.91 -4.82
C 0.03 -4.82 -5.26
C -0.70 -2.46 -5.74
C -4.05 -3.99 -2.06
C -4.86 -3.14 -3.10
C -4.70 -3.83 -0.65
C -4.12 -5.48 -2.49
C -1.36 0.16 0.95
O -0.91 0.65 -0.12
C -2.34 0.92 1.69
C -3.09 0.25 2.62
C -2.59 2.42 1.42
C -1.60 3.14 0.46
C -2.49 3.13 2.80
C -4.03 2.59 0.88
H -5.97 -2.14 4.11
H -5.33 -2.14 2.44
H -5.58 -0.60 3.29
H -4.15 -3.65 4.99
H -2.42 -3.32 4.64
H -3.54 -3.80 3.32
H -4.40 -1.41 6.06
H -4.05 0.11 5.18
H -2.70 -0.96 5.71
H -1.55 -2.80 2.67
H -2.48 -2.99 0.01
H -2.38 -4.00 -4.15
H 2.23 -3.49 -4.11
H 1.70 -1.84 -4.57
H 1.99 -3.05 -5.84
H 0.58 -5.53 -4.59
H 0.46 -4.90 -6.28
H -1.01 -5.16 -5.31
H -0.76 -1.41 -5.38
H -1.73 -2.84 -5.84
H -0.23 -2.45 -6.72
H -4.79 -2.07 -2.86
H -5.93 -3.43 -3.07
H -4.49 -3.30 -4.13
H -4.67 -2.77 -0.33
H -4.16 -4.44 0.08
H -5.75 -4.15 -0.66
H -3.74 -5.65 -3.51
H -5.18 -5.82 -2.43
H -3.51 -6.11 -1.82
H -3.91 0.78 3.11
H -0.56 3.12 0.85
H -1.91 4.20 0.38
H -1.59 2.68 -0.55
H -1.52 2.92 3.31
H -3.30 2.80 3.49
H -2.57 4.22 2.67
H -4.16 2.10 -0.10
H -4.25 3.66 0.75
H -4.78 2.18 1.58
C 4.69 -1.59 -3.56
N 5.16 -0.37 -2.90
C 5.66 -0.60 -1.55
C 6.10 0.41 -3.74
C 6.36 1.82 -3.18
N 5.14 2.47 -2.67
C 5.38 3.62 -1.80
C 4.12 2.74 -3.68
H 5.48 -2.35 -3.66
H 4.30 -1.38 -4.59
H 3.84 -2.00 -2.99
H 6.64 -1.11 -1.56
H 4.94 -1.25 -1.02
H 5.73 0.35 -0.99
H 5.69 0.49 -4.76
H 7.09 -0.08 -3.81
H 6.83 2.44 -3.98
H 7.09 1.75 -2.35
H 5.70 4.52 -2.34
H 6.16 3.37 -1.05
H 4.43 3.83 -1.25
H 4.44 3.46 -4.46
H 3.23 3.13 -3.15
H 3.79 1.81 -4.17
C 0.70 5.56 7.09
C 2.04 5.69 7.82
O 2.18 5.94 9.01
S 3.65 5.48 6.91
C 3.26 5.01 5.26
C 3.18 3.65 4.96
C 2.96 3.27 3.64
C 2.82 4.24 2.60
C 2.85 5.62 2.98
C 3.04 6.01 4.29
C 2.71 3.85 1.26
C 2.59 3.47 0.04
H 0.06 4.90 7.68
H 0.85 5.16 6.08
H 0.20 6.55 7.02
H 3.30 2.90 5.74
H 2.91 2.21 3.38
H 2.71 6.38 2.20
H 3.05 7.05 4.59
*
```

Properties
- E_HOMO (eV) = -1.38
- maximum force (eV/Å) = 3.75
- orbital gap (Eh) = 0.183
- LUMO level (eV) = 3.60



3.
The following is a DFT calculation (ωB97M-V/def2-TZVPD) of a structure of composition C44H63N4SbSr.

Structure (ORCA input):
```
! RIJCOSX wB97M-V def2-TZVPD def2/J DEFGRID3
* xyz 0 1
Sr -1.28 1.18 -1.28
N -1.30 -1.90 -0.72
C -2.74 -2.12 -0.57
C -3.46 -0.79 -0.45
N -3.14 0.04 -1.62
H -0.80 -2.77 -0.88
H -0.89 -1.43 0.10
H -3.00 -2.74 0.29
H -3.10 -2.64 -1.46
H -3.09 -0.24 0.41
H -4.53 -0.99 -0.39
H -3.73 0.90 -1.63
H -3.48 -0.46 -2.43
C -3.93 3.22 1.58
C -2.56 2.58 1.91
C -1.66 3.66 2.55
C -2.66 1.36 2.79
C -3.60 1.30 3.81
C -3.68 0.19 4.64
C -2.83 -0.89 4.43
C -1.88 -0.87 3.43
C -0.98 -2.09 3.20
C -0.02 -2.30 4.38
C -1.81 -3.35 2.96
C -1.76 0.28 2.62
N -0.79 0.32 1.59
C 0.47 0.62 1.91
C 1.57 0.44 0.99
N 1.42 -0.17 -0.18
C 2.57 -0.42 -0.98
C 2.97 0.61 -1.86
C 4.06 0.44 -2.69
C 4.75 -0.77 -2.68
C 4.32 -1.81 -1.85
C 3.23 -1.65 -0.98
C 2.79 -2.77 -0.06
C 2.50 -4.05 -0.83
C 3.83 -3.01 1.04
C 2.05 1.79 -1.81
C 1.43 2.09 -3.20
C 2.63 3.09 -1.24
C 2.82 0.74 1.73
C 4.16 0.71 1.42
C 5.10 0.93 2.46
C 4.73 1.18 3.76
C 3.35 1.21 4.10
C 2.79 1.43 5.39
C 1.43 1.41 5.56
C 0.53 1.17 4.48
C 1.05 0.96 3.23
C 2.45 1.00 3.07
H -3.82 3.80 0.67
H -4.24 3.89 2.39
H -4.70 2.46 1.45
H -2.08 2.33 0.97
H -2.07 3.96 3.52
H -1.60 4.52 1.88
H -0.64 3.29 2.69
H -4.28 2.13 3.96
H -4.40 0.17 5.45
H -2.91 -1.76 5.08
H -0.39 -1.89 2.31
H -0.58 -2.50 5.30
H 0.60 -1.41 4.54
H 0.64 -3.15 4.18
H -2.36 -3.65 3.86
H -1.15 -4.18 2.68
H -2.53 -3.20 2.16
H 4.40 1.24 -3.34
H 5.61 -0.92 -3.32
H 4.85 -2.75 -1.87
H 1.86 -2.44 0.42
H 3.40 -4.47 -1.28
H 1.78 -3.87 -1.63
H 2.08 -4.81 -0.16
H 4.78 -3.34 0.61
H 3.48 -3.78 1.73
H 4.01 -2.09 1.61
H 1.28 1.48 -1.12
H 2.20 2.30 -3.95
H 0.78 2.96 -3.09
H 0.90 1.21 -3.54
H 3.29 3.59 -1.95
H 3.19 2.89 -0.32
H 1.79 3.74 -0.97
H 4.51 0.51 0.42
H 6.16 0.90 2.21
H 5.48 1.33 4.52
H 3.45 1.60 6.24
H 1.02 1.58 6.55
H -0.53 1.16 4.67
C -0.26 -0.41 -6.32
C 0.26 -1.02 -4.98
Sb -1.01 -0.41 -3.35
C -1.80 1.63 -3.38
C -2.42 2.48 -4.50
C -2.62 -1.56 -4.23
C -3.65 -0.67 -4.97
H 0.40 -0.60 -7.17
H -0.39 0.67 -6.25
H -1.23 -0.85 -6.59
H 1.31 -0.78 -4.83
H 0.10 -2.10 -5.02
H -0.95 2.14 -2.97
H -2.58 1.51 -2.63
H -1.95 2.34 -5.47
H -2.33 3.54 -4.24
H -3.48 2.27 -4.59
H -3.14 -2.26 -3.58
H -2.08 -2.13 -4.97
H -4.27 -0.07 -4.30
H -4.33 -1.25 -5.60
H -3.14 0.05 -5.62
*
```

Properties
- E_HOMO (eV) = -3.70
- maximum force (eV/Å) = 12.85
- orbital gap (Eh) = 0.097
- LUMO level (eV) = -1.05



4.
The following is a DFT calculation (ωB97M-V/def2-TZVPD) of a structure of composition C44H64BCrFN10O4.

Structure (ORCA input):
```
! RIJCOSX wB97M-V def2-TZVPD def2/J DEFGRID3
* xyz 1 2
Cr -0.71 0.17 0.29
C -2.39 -3.89 -1.19
C -1.23 -3.38 -0.32
C -0.29 -4.54 0.02
C -1.78 -2.74 0.91
C -2.55 -3.31 1.92
C -2.89 -2.28 2.77
C -3.69 -2.37 4.04
C -2.94 -3.20 5.08
C -5.07 -2.94 3.74
N -2.35 -1.15 2.28
N -1.65 -1.43 1.16
B -2.63 0.32 2.67
N -1.30 0.99 3.01
N -0.31 0.97 2.11
C 0.73 1.63 2.63
C 0.37 2.08 3.90
C -0.92 1.65 4.12
C -1.74 1.83 5.36
C -1.88 3.31 5.70
C -1.10 1.04 6.50
C 2.15 1.82 2.15
C 2.40 2.01 0.66
C 3.00 0.67 2.70
N -3.25 0.99 1.43
N -2.69 0.79 0.23
C -3.53 1.23 -0.70
C -4.65 1.77 -0.07
C -4.44 1.60 1.29
C -5.33 2.03 2.41
C -6.75 1.47 2.24
C -5.37 3.56 2.49
C -3.28 1.01 -2.16
C -3.37 -0.50 -2.44
C -4.27 1.77 -3.03
H -2.01 -4.33 -2.11
H -2.95 -4.64 -0.64
H -3.07 -3.08 -1.45
H -0.67 -2.61 -0.87
H -0.81 -5.28 0.63
H 0.05 -5.02 -0.89
H 0.58 -4.19 0.57
H -2.83 -4.34 2.01
H -3.82 -1.37 4.45
H -2.80 -4.23 4.74
H -1.96 -2.77 5.27
H -3.50 -3.22 6.01
H -4.99 -3.96 3.37
H -5.67 -2.96 4.65
H -5.59 -2.34 3.00
H -3.37 0.37 3.57
H 1.00 2.65 4.56
H -2.74 1.42 5.19
H -0.91 3.75 5.93
H -2.31 3.86 4.87
H -2.53 3.44 6.57
H -0.12 1.44 6.75
H -1.73 1.09 7.39
H -0.98 0.00 6.22
H 2.48 2.74 2.65
H 2.13 1.12 0.10
H 1.84 2.85 0.27
H 3.46 2.21 0.51
H 2.70 -0.27 2.24
H 4.05 0.84 2.48
H 2.88 0.58 3.78
H -5.50 2.23 -0.54
H -4.93 1.65 3.35
H -7.21 1.87 1.34
H -6.73 0.39 2.18
H -7.36 1.76 3.09
H -5.83 3.98 1.59
H -5.95 3.88 3.35
H -4.37 3.96 2.58
H -2.27 1.34 -2.41
H -4.34 -0.89 -2.12
H -3.26 -0.71 -3.51
H -2.58 -1.02 -1.91
H -5.29 1.43 -2.86
H -4.22 2.84 -2.82
H -4.04 1.63 -4.09
C 3.36 2.71 -6.08
C 3.43 2.92 -4.57
N 2.56 2.01 -3.84
C 1.47 2.52 -3.22
C 0.61 1.79 -2.48
C -0.33 2.57 -1.56
O -0.76 3.65 -1.91
O -0.46 2.03 -0.42
C 0.74 0.36 -2.36
O -0.10 -0.37 -1.80
C 2.00 -0.15 -2.91
C 2.40 -1.45 -2.63
C 3.67 -1.89 -2.93
F 4.00 -3.15 -2.59
C 4.59 -1.06 -3.57
C 4.15 0.20 -3.96
C 2.90 0.70 -3.60
N 5.93 -1.40 -3.86
C 6.95 -0.43 -3.50
C 8.04 -0.47 -4.59
N 8.02 -1.83 -5.17
C 7.86 -2.84 -4.10
C 6.42 -2.75 -3.58
H 4.08 3.36 -6.56
H 2.37 2.96 -6.45
H 3.57 1.68 -6.34
H 3.10 3.94 -4.33
H 4.46 2.82 -4.21
H 1.30 3.58 -3.30
H 1.72 -2.11 -2.11
H 4.82 0.82 -4.52
H 7.38 -0.67 -2.51
H 6.53 0.57 -3.42
H 9.02 -0.26 -4.17
H 7.83 0.26 -5.38
H 8.84 -2.00 -5.76
H 7.17 -1.91 -5.76
H 8.58 -2.61 -3.31
H 8.08 -3.84 -4.47
H 6.39 -3.00 -2.52
H 5.78 -3.46 -4.11
O 2.61 -2.46 0.49
C 1.76 -1.64 0.50
N 0.95 -0.79 0.52
*
```

Properties
- E_HOMO (spin up / spin down) (eV) = -10.02 / -9.87
- maximum force (eV/Å) = 2.07
- orbital gap (spin up / spin down) (Eh) = 0.249 / 0.244
- LUMO level (spin up / spin down) (eV) = -3.24 / -3.24